Formula: C47H58CaClN2OP3S
Source: OMol25
Level of theory: ωB97M-V/def2-TZVPD

ORCA input file:
```
! RIJCOSX wB97M-V def2-TZVPD def2/J DEFGRID3
* xyz 0 1
Ca -0.71 2.25 -0.51
C 3.64 1.47 -2.34
C 2.44 1.63 -3.28
C 2.27 3.16 -3.64
P 0.72 1.01 -2.76
C 0.31 -0.04 -4.21
C -1.22 -0.42 -4.16
C 1.32 -1.15 -4.54
C 1.11 -0.05 -1.29
C 1.02 -1.43 -1.45
C 2.05 -2.33 -0.84
C 2.65 -1.83 0.51
C 2.17 -0.48 0.90
C 1.50 0.41 0.04
N 1.37 1.72 0.35
C 2.20 2.43 1.23
C 3.60 2.36 1.21
C 4.43 3.22 1.99
C 3.80 4.08 2.89
C 2.39 4.23 2.88
C 1.58 3.39 2.11
P -0.20 3.29 2.50
C -0.39 2.59 4.22
C 0.91 2.79 5.06
C -0.78 1.09 4.32
C -0.78 5.12 2.89
C -0.26 5.98 1.75
C -0.60 5.73 4.29
H 4.54 1.98 -2.72
H 3.90 0.47 -2.14
H 3.34 1.96 -1.39
H 2.60 1.18 -4.23
H 1.87 3.76 -2.79
H 1.64 3.25 -4.53
H 3.20 3.64 -4.02
H 0.33 0.76 -5.04
H -1.55 -0.61 -5.20
H -1.72 0.46 -3.76
H -1.30 -1.23 -3.44
H 2.28 -0.97 -4.09
H 1.47 -1.15 -5.60
H 0.95 -2.12 -4.24
H 0.45 -1.91 -2.24
H 2.76 -2.74 -1.59
H 3.76 -1.88 0.61
H 2.51 0.05 1.80
H 4.08 1.62 0.54
H 5.53 3.32 1.89
H 4.37 4.72 3.54
H 1.90 5.08 3.45
H -1.10 3.26 4.69
H 1.73 2.16 4.68
H 0.76 2.49 6.12
H 1.32 3.79 5.13
H 0.05 0.48 3.99
H -1.66 0.82 3.71
H -1.06 0.89 5.38
H -1.84 4.98 2.74
H 0.80 6.14 1.80
H -0.77 6.96 1.70
H -0.47 5.49 0.80
H 0.29 5.47 4.88
H -1.44 5.54 4.97
H -0.66 6.87 4.17
Cl -3.02 -2.38 -2.10
C -2.18 -3.90 -2.48
C -2.62 -4.58 -3.68
C -2.10 -5.87 -3.99
C -1.19 -6.43 -3.11
C -0.84 -5.78 -1.93
C -1.25 -4.51 -1.62
P -0.63 -3.63 -0.16
C 1.46 -3.59 -0.14
C 2.09 -3.12 1.24
C 3.08 -4.03 1.82
C 3.15 -5.35 1.42
C 2.66 -5.78 0.11
C 1.88 -4.89 -0.59
C -1.25 -4.61 1.19
C -2.30 -3.90 1.83
C -3.05 -4.45 2.82
C -2.76 -5.73 3.28
C -1.75 -6.46 2.68
C -0.92 -5.88 1.69
H -3.40 -4.14 -4.32
H -2.48 -6.30 -4.96
H -0.58 -7.30 -3.34
H -0.30 -6.49 -1.29
H 1.33 -2.81 1.98
H 3.77 -3.65 2.52
H 3.66 -6.15 2.04
H 2.95 -6.74 -0.32
H 1.60 -5.12 -1.64
H -2.60 -2.93 1.43
H -3.69 -3.77 3.41
H -3.34 -6.26 4.07
H -1.48 -7.45 3.04
H -0.20 -6.51 1.20
S -4.03 -0.78 2.00
C -2.94 0.25 1.42
N -2.04 0.89 0.93
C -4.49 3.65 -3.06
C -5.18 3.19 -1.76
C -4.18 3.57 -0.62
O -2.86 3.61 -1.24
C -2.99 3.37 -2.67
H -4.51 4.74 -3.14
H -4.85 3.24 -4.00
H -5.26 2.15 -1.73
H -6.16 3.61 -1.64
H -4.15 2.80 0.15
H -4.33 4.62 -0.26
H -2.76 2.35 -2.86
H -2.36 4.05 -3.27
*
```

Properties
Energy above the lowest of the compared OMol25 structures with the same formula, charge and spin, kJ/mol: 118.6
Largest force on an atom, eV/Å: 4.5
HOMO energy (alpha / beta), eV: -6.23 / -6.23
Lowest unoccupied orbital energy (alpha / beta), eV: 0.1 / 0.1
HOMO-LUMO gap (alpha / beta), eV: 6.38 / 6.38